# 1
DFT (the ωB97M-V functional and the def2-TZVPD basis) results for a cluster of 2 separate species, C2H2FN in total in a non-equilibrium geometry.

Output
- Orbital gap (alpha / beta): 9.8131 / 4.7787 eV
- Multiplicity: 1
- LUMO energy (alpha / beta): -1.4 / -4.0 eV

XYZ file:
```
6
C2H2FN, DFT the ωB97M-V functional and the def2-TZVPD basis
C 2.853 0.589 -0.292
C -1.100 -0.159 0.152
N 1.749 0.399 -0.135
F -1.079 -1.465 0.327
H -1.545 0.424 0.843
H -0.877 0.213 -0.896
```


# 2
DFT (the ωB97M-V functional and the def2-TZVPD basis) results for an isolated molecule of C2H2FNO in a non-equilibrium geometry.

Output
- Orbital gap: 12.5376 eV
- SMILES: N#C[C@@H](O)F
- Multiplicity: 1
- LUMO energy: 0.5 eV

XYZ file:
```
7
C2H2FNO, DFT the ωB97M-V functional and the def2-TZVPD basis
N -1.019 1.935 -0.702
C -0.660 0.901 -0.376
C -0.268 -0.404 0.092
O 1.318 -0.702 -0.207
F -0.416 -0.525 1.421
H -0.754 -1.230 -0.428
H 1.799 0.024 0.201
```


# 3
DFT (the ωB97M-V functional and the def2-TZVPD basis) results for a cluster of 2 separate species, C2H2FNO2 in total in a non-equilibrium geometry.

Output
- Orbital gap (alpha / beta): 9.3370 / 6.8893 eV
- Multiplicity: 1
- LUMO energy (alpha / beta): -0.2 / -1.6 eV

XYZ file:
```
8
C2H2FNO2, DFT the ωB97M-V functional and the def2-TZVPD basis
C 0.060 0.544 0.724
C -0.887 -0.041 -0.022
N -0.959 3.436 0.367
O -0.032 1.352 1.677
O -0.680 3.142 1.440
F -2.235 0.280 0.256
H 1.029 0.209 0.413
H -0.655 -0.827 -0.659
```


# 4
DFT (the ωB97M-V functional and the def2-TZVPD basis) results for a cluster of 2 separate species, C2H2FNO2 in total in a non-equilibrium geometry.

Output
- Orbital gap: 10.1513 eV
- SMILES: C#C[N+](=O)[O-].F
- Multiplicity: 1
- LUMO energy: -0.7 eV

XYZ file:
```
8
C2H2FNO2, DFT the ωB97M-V functional and the def2-TZVPD basis
C -1.127 -0.223 -0.092
C -0.018 -0.699 -0.166
N 1.208 -1.212 0.176
O 1.598 -2.098 -0.565
O 1.660 -0.932 1.255
H -2.071 0.077 -0.220
F -0.349 2.171 -0.072
H -0.902 2.916 -0.316
```


The calculation returns the following energy above the lowest of the compared OMol25 structures with the same formula, charge and spin values, one per record and in order: 5.2333 0.7703 5.8248 6.4492 eV.